Entry 1:
67
Properties=species:S:1:pos:R:3:forces:R:3:mulliken_charge:R:1 method="wB97M-V/def2-TZVPD" mol_weight_g_mol=441.6 fmax_ev_per_a=0.867 e_homo_ev=-10.779 smiles="CCCCS(=O)(=O)N[C@@H](Cc1ccc(OCCCCC2CC[NH2+]CC2)cc1)C(=O)O" relative_energy_kcal_mol=0.0 energy_ha=-1744.2390 homo_lumo_gap_ev=8.58 total_charge=+1
C -4.3319 -4.3063 1.9950 -0.087 0.227 -0.034 -1.320
C -4.4521 -2.8462 1.5779 0.240 -0.040 -0.083 -0.459
C -3.1767 -2.3583 0.8873 -0.113 -0.199 0.161 -0.651
C -3.2789 -0.9083 0.4553 0.669 -0.019 -0.406 -0.920
S -1.6982 -0.4424 -0.2792 0.404 0.042 -0.466 1.229
O -0.6731 -0.4025 0.7199 -0.299 0.252 0.513 -0.704
O -1.4201 -1.3479 -1.3901 -0.850 0.168 -0.021 -1.042
N -1.7895 1.0519 -0.9725 -0.010 -0.680 0.269 -0.377
C -2.0205 2.1799 -0.0937 -0.047 0.451 0.230 0.047
C -1.1452 3.3817 -0.5056 0.061 -0.273 0.262 -1.671
C 0.2955 3.0145 -0.2904 -0.043 0.155 0.026 0.390
C 1.1239 2.6604 -1.3460 0.017 0.023 0.117 -0.390
C 2.4057 2.2067 -1.1131 0.210 -0.070 0.166 -0.320
C 2.8879 2.0729 0.1905 -0.201 0.038 -0.171 0.430
O 4.1277 1.5248 0.3127 -0.090 0.116 -0.340 -0.528
C 4.5720 1.1214 1.5979 -0.044 -0.158 0.566 -1.010
C 3.7979 -0.0970 2.1145 0.314 0.179 -0.332 -0.016
C 4.2567 -1.4121 1.4669 -0.220 0.002 0.164 -1.076
C 3.1049 -2.4001 1.2182 0.261 -0.051 -0.268 -1.041
C 2.6989 -2.4861 -0.2566 -0.330 0.066 0.381 0.084
C 1.5367 -3.4629 -0.4517 0.341 0.102 -0.218 -0.558
C 1.1815 -3.5760 -1.9275 0.042 -0.660 0.407 -0.802
N 0.8145 -2.2428 -2.4550 -0.494 0.107 -0.140 0.420
C 1.9079 -1.2568 -2.2904 0.448 0.565 0.230 -1.569
C 2.2680 -1.1316 -0.8189 0.220 -0.324 -0.137 1.181
C 2.0788 2.4795 1.2475 0.321 -0.093 0.093 -0.666
C 0.8022 2.9442 0.9991 -0.056 0.046 -0.269 -0.574
C -3.5065 2.5150 -0.0761 -0.165 -0.526 -0.281 0.229
O -4.3214 1.8407 -0.6541 -0.141 0.096 -0.062 -0.558
O -3.7939 3.5909 0.6324 0.090 0.581 0.409 -0.441
H -3.5034 -4.4407 2.6862 0.087 -0.068 0.084 0.329
H -5.2436 -4.6335 2.4864 -0.049 -0.107 0.054 0.400
H -4.1643 -4.9408 1.1281 0.022 -0.116 -0.072 0.330
H -4.6437 -2.2310 2.4586 -0.074 0.077 0.001 0.357
H -5.2975 -2.7288 0.8978 -0.069 0.078 0.013 0.361
H -2.3282 -2.4589 1.5680 0.012 -0.107 0.013 0.372
H -2.9781 -2.9735 0.0073 0.020 -0.050 0.040 0.390
H -4.0426 -0.7451 -0.2995 -0.071 0.114 -0.071 0.513
H -3.4358 -0.2440 1.3001 -0.023 0.182 0.057 0.404
H -2.4095 1.0496 -1.7716 -0.137 -0.116 -0.184 0.469
H -1.7168 1.8671 0.9115 -0.079 0.217 0.019 0.753
H -1.4255 4.2348 0.1134 -0.024 0.017 -0.101 0.430
H -1.3332 3.6225 -1.5522 -0.068 0.076 -0.023 0.463
H 0.7619 2.7389 -2.3606 -0.042 0.015 -0.137 0.371
H 3.0582 1.9404 -1.9303 0.099 -0.047 -0.112 0.528
H 4.5065 1.9558 2.3044 0.045 -0.016 -0.102 0.319
H 5.6279 0.8771 1.4606 -0.089 0.064 0.061 0.448
H 2.7381 0.0631 1.9086 -0.039 0.017 0.104 0.131
H 3.9189 -0.1562 3.1962 -0.096 0.021 0.061 0.523
H 4.7527 -1.1936 0.5203 0.089 -0.006 -0.076 0.481
H 5.0027 -1.8773 2.1111 0.073 0.006 -0.062 0.442
H 2.2354 -2.1101 1.8094 -0.109 -0.033 0.090 0.381
H 3.4013 -3.3984 1.5435 -0.082 -0.066 0.036 0.513
H 3.5641 -2.8480 -0.8246 0.032 -0.012 -0.050 0.188
H 1.7992 -4.4505 -0.0728 -0.072 -0.061 -0.017 0.435
H 0.6696 -3.1028 0.1052 -0.087 -0.028 0.097 0.180
H 2.0384 -3.9530 -2.4925 -0.112 0.090 -0.066 0.427
H 0.3384 -4.2531 -2.0720 0.011 0.110 -0.124 0.437
H 0.5504 -2.3174 -3.4397 0.021 0.028 0.156 0.416
H -0.0446 -1.8834 -1.9338 0.461 -0.185 -0.405 0.058
H 1.5729 -0.2948 -2.6801 -0.077 -0.097 -0.092 0.484
H 2.7728 -1.5968 -2.8671 -0.141 -0.019 -0.052 0.345
H 1.4086 -0.7562 -0.2599 0.019 0.092 0.045 -0.468
H 3.0742 -0.4088 -0.7240 -0.005 0.093 -0.048 0.157
H 2.4260 2.4354 2.2667 0.063 -0.050 0.097 0.430
H 0.1873 3.2510 1.8326 -0.087 0.028 0.136 0.498
H -4.7452 3.7930 0.6145 0.132 -0.264 -0.134 0.385

Entry 2:
69
Properties=species:S:1:pos:R:3:forces:R:3:mulliken_charge:R:1 method="wB97M-V/def2-TZVPD" mol_weight_g_mol=951.7 fmax_ev_per_a=0.751 e_homo_ev=-3.888 relative_energy_kcal_mol=0.0 energy_ha=-11806.0930 homo_lumo_gap_ev=6.11 total_charge=-1
Pd -0.4958 1.3036 0.7488 0.075 -0.128 -0.592 1.103
Se 0.4818 0.5188 2.7958 0.290 -0.171 -0.399 -0.430
Se -0.0778 2.1650 4.2425 -0.591 0.348 0.201 -0.338
Se -2.4214 2.5288 3.5330 0.359 0.396 0.528 -0.352
Se -2.6443 0.9628 1.9048 -0.057 -0.485 -0.198 -0.454
C -2.6871 1.2507 -1.7123 -0.042 0.026 -0.008 -0.917
O -1.3398 1.2483 -1.2762 -0.139 0.136 -0.070 -0.177
Si 0.0356 1.8664 -2.0480 0.233 0.041 0.030 0.339
C -0.5032 3.4157 -2.9750 -0.022 -0.027 0.006 -1.394
C 0.4983 0.7012 -3.4502 -0.106 -0.014 0.035 -1.277
C 1.1486 2.0068 -0.6025 0.002 -0.109 0.299 0.443
Si 1.3432 3.7305 0.0666 0.017 0.000 0.161 0.858
C 2.3390 3.8685 1.6576 -0.010 0.065 -0.050 -1.045
C 2.2521 4.8885 -1.1325 -0.018 -0.039 -0.040 -1.234
C -0.3047 4.5516 0.4968 0.077 0.014 -0.016 -0.693
Si 2.6358 0.9046 -0.6034 -0.008 -0.032 0.070 0.179
C 3.8046 1.0849 0.8660 0.013 -0.016 -0.072 -1.071
C 2.1811 -0.9309 -0.6160 0.041 0.046 0.002 -0.641
C 3.7666 1.2097 -2.0959 -0.031 0.006 -0.021 -1.194
H -2.7516 1.5275 -2.7682 0.020 -0.011 -0.001 0.298
H -3.2676 1.9554 -1.1162 0.007 -0.007 0.004 0.273
H -3.1037 0.2507 -1.5809 0.006 0.003 0.016 0.202
H -1.1562 3.1345 -3.8067 -0.015 -0.001 0.013 0.386
H 0.3651 3.9159 -3.4087 0.009 -0.019 -0.005 0.372
H -1.0344 4.1393 -2.3578 0.027 0.007 0.008 0.359
H -0.3746 0.5690 -4.0981 0.003 -0.016 0.012 0.387
H 0.8321 -0.2843 -3.1294 0.024 -0.008 0.032 0.321
H 1.2873 1.1470 -4.0605 -0.010 0.012 0.000 0.365
H 3.4053 3.6888 1.5181 -0.028 0.010 -0.013 0.334
H 1.9683 3.2006 2.4360 0.004 -0.011 -0.034 0.082
H 2.2203 4.8965 2.0166 0.001 -0.012 0.027 0.322
H 3.2458 4.4940 -1.3639 0.000 -0.004 0.006 0.273
H 2.3858 5.8716 -0.6713 -0.001 -0.002 0.009 0.378
H 1.7264 5.0341 -2.0780 -0.010 -0.001 0.012 0.325
H -0.7419 4.0872 1.3865 0.011 -0.002 0.007 0.055
H -1.0596 4.5286 -0.2899 0.007 -0.027 -0.008 0.183
H -0.1048 5.6020 0.7356 -0.042 0.005 0.006 0.403
H 3.2787 1.1417 1.8186 -0.018 -0.013 -0.008 0.250
H 4.4579 1.9547 0.7728 -0.013 -0.005 -0.007 0.286
H 4.4441 0.1957 0.8806 0.001 0.003 0.007 0.349
H 2.0112 -1.2633 0.4116 -0.032 -0.004 -0.004 0.155
H 2.9960 -1.5289 -1.0362 0.010 0.002 0.021 0.437
H 1.2726 -1.1551 -1.1754 -0.004 0.021 -0.034 -0.203
H 4.0928 2.2533 -2.1189 0.000 0.001 0.000 0.238
H 3.2895 0.9902 -3.0527 -0.005 -0.012 0.010 0.327
H 4.6600 0.5826 -2.0179 0.007 0.007 -0.001 0.370
Te -1.3257 -2.2326 0.1852 -0.030 0.134 0.071 0.183
C -2.5730 -2.6748 1.8328 0.021 -0.078 0.011 0.251
C -3.8932 -3.0656 1.6461 0.006 -0.022 -0.035 -0.428
C -4.7091 -3.3111 2.7422 -0.007 -0.009 -0.001 -0.534
C -4.2093 -3.1575 4.0270 0.008 0.004 0.016 -0.407
C -2.8932 -2.7593 4.2153 -0.020 -0.010 -0.001 -0.569
C -2.0750 -2.5183 3.1216 0.017 0.037 -0.018 -0.134
C -0.8086 -4.2466 -0.2331 -0.025 -0.039 0.021 0.020
C 0.2638 -4.8333 0.4338 0.003 0.007 -0.001 -0.255
C 0.6217 -6.1487 0.1710 -0.001 0.004 0.000 -0.577
C -0.0841 -6.8879 -0.7678 0.003 -0.006 -0.002 -0.380
C -1.1481 -6.3078 -1.4432 -0.003 -0.003 -0.002 -0.525
C -1.5083 -4.9932 -1.1763 -0.012 0.010 -0.006 -0.269
H -4.2888 -3.1662 0.6430 -0.003 -0.001 -0.001 0.325
H -5.7395 -3.6088 2.5906 0.000 -0.001 0.000 0.362
H -4.8500 -3.3339 4.8822 0.000 -0.001 0.000 0.363
H -2.5055 -2.6134 5.2156 0.002 0.000 -0.001 0.381
H -1.0633 -2.1620 3.2675 0.001 0.002 0.007 0.207
H 0.8212 -4.2548 1.1601 -0.002 -0.002 0.002 0.343
H 1.4562 -6.5938 0.6987 -0.001 -0.003 -0.002 0.365
H 0.1965 -7.9132 -0.9748 0.000 0.001 0.000 0.356
H -1.7013 -6.8785 -2.1791 0.002 -0.002 0.001 0.364
H -2.3404 -4.5433 -1.7035 0.000 -0.001 -0.001 0.325

Entry 3:
83
Properties=species:S:1:pos:R:3:forces:R:3:mulliken_charge:R:1 method="wB97M-V/def2-TZVPD" multiplicity=2 mol_weight_g_mol=825.3 fmax_ev_per_a=1.720 e_homo_ev="-11.082 / -10.698" relative_energy_kcal_mol=0.0 energy_ha=-7122.2317 homo_lumo_gap_ev="5.33 / 4.75" total_charge=+1
Ni 0.3085 -0.1407 -0.3477 0.023 0.157 -0.600 -0.291
C 2.6966 -1.0169 2.9029 -0.021 -0.003 0.031 -0.926
C 3.1820 0.1667 2.0748 -0.068 -0.259 -0.098 -0.749
As 1.7889 1.1328 1.1134 -0.015 0.069 0.042 0.718
C 0.9336 2.2658 2.4509 -0.248 -0.046 -0.067 -0.632
C -0.2387 1.6434 3.1978 -0.008 -0.022 0.020 -1.009
C 2.8335 2.4593 0.1310 -0.107 -0.048 -0.276 -0.365
C 3.8536 3.2204 0.9727 -0.031 -0.091 0.159 -1.505
H 3.5318 -1.4513 3.4529 -0.003 0.008 -0.008 0.423
H 2.2708 -1.7986 2.2764 0.018 -0.006 -0.012 0.071
H 1.9412 -0.7218 3.6319 0.007 0.006 0.008 0.263
H 3.9009 -0.1539 1.3179 -0.014 0.002 0.002 0.491
H 3.6776 0.9057 2.7069 -0.066 0.072 -0.044 0.668
H 0.6144 3.1545 1.9026 0.002 -0.028 -0.016 0.479
H 1.7213 2.5719 3.1424 0.062 -0.061 -0.051 0.643
H -1.0241 1.3354 2.5090 0.001 0.026 -0.007 0.019
H -0.6538 2.3661 3.9016 0.009 -0.003 -0.014 0.418
H 0.0599 0.7632 3.7665 0.009 0.005 0.012 0.264
H 2.0990 3.1432 -0.2963 0.005 -0.036 -0.014 0.194
H 3.3325 1.9408 -0.6922 -0.026 0.018 0.021 0.477
H 3.3825 3.7256 1.8159 0.011 0.017 -0.003 0.322
H 4.3442 3.9836 0.3681 -0.045 -0.029 -0.034 0.445
H 4.6292 2.5613 1.3603 0.013 0.011 -0.002 0.337
N -3.6963 3.6708 -0.6720 -0.016 -0.136 0.099 -0.050
C -2.3872 3.2984 -0.0791 -0.016 0.008 -0.043 -0.820
C -2.0662 1.8367 -0.3914 -0.182 0.125 -0.063 0.291
O -2.9786 1.1143 -0.7987 0.082 -0.092 0.113 -1.038
O -0.8641 1.5137 -0.1549 0.272 -0.231 0.133 1.452
H -4.3537 4.0378 0.0094 0.010 -0.001 -0.009 0.384
H -4.0961 2.8211 -1.0896 0.011 0.037 -0.024 0.363
H -3.4961 4.4318 -1.4293 0.114 0.173 -0.178 0.253
H -2.4084 3.4183 1.0033 -0.015 0.001 0.009 0.363
H -1.6242 3.9565 -0.4891 0.000 -0.007 -0.038 0.222
N -2.8792 -1.4675 0.3240 0.164 -0.073 0.153 -0.011
C -1.9835 -2.0850 1.0660 -0.422 0.037 -0.305 0.114
S -0.4277 -1.4339 1.4460 0.390 0.299 0.005 -0.017
N -2.3252 -3.2535 1.6216 0.130 0.120 0.086 -0.060
C -1.4280 -4.1300 2.3182 0.033 -0.039 0.031 -0.583
C -1.4487 -4.1736 3.7023 0.038 0.056 0.023 -0.251
C -0.5949 -5.0414 4.3685 0.005 0.007 -0.002 -0.595
C 0.2710 -5.8524 3.6495 -0.005 0.005 -0.002 -0.460
C 0.2739 -5.8098 2.2613 0.006 0.005 -0.006 -0.657
C -0.5823 -4.9518 1.5875 -0.020 -0.075 -0.040 -0.074
H -2.7044 -0.5683 -0.1269 -0.018 0.141 -0.088 -0.354
H -3.6706 -1.9851 -0.0280 -0.007 -0.007 -0.011 0.250
H -3.3034 -3.5053 1.6130 0.005 -0.026 -0.109 0.271
H -2.1211 -3.5262 4.2506 -0.008 -0.006 0.006 0.491
H -0.6073 -5.0830 5.4492 -0.002 0.001 -0.001 0.417
H 0.9338 -6.5300 4.1706 -0.002 0.000 0.000 0.431
H 0.9293 -6.4656 1.7025 -0.009 -0.006 -0.001 0.452
H -0.6238 -4.9279 0.5051 0.011 0.009 0.023 0.677
N 1.0199 0.6875 -2.3522 0.338 -0.929 1.408 -0.312
C 0.2420 1.6925 -2.8647 -0.938 0.986 -0.678 0.341
C -1.0091 1.3754 -3.4400 0.888 -0.136 0.393 -0.139
C -1.8632 2.3906 -3.7877 -0.096 0.731 0.048 -0.752
C -1.4927 3.7181 -3.5659 0.283 -0.237 0.043 0.001
C -0.1982 4.0415 -3.1069 -0.758 0.150 -0.257 -1.376
C 0.6596 3.0412 -2.7526 0.015 -0.845 0.026 -0.355
S -2.7116 5.0196 -3.7063 0.434 -0.281 -0.079 1.394
O -3.9178 4.3514 -4.1217 -0.200 0.021 -0.023 -0.684
O -2.7758 5.4399 -2.2790 -0.213 0.107 0.234 -0.794
O -2.1257 6.0099 -4.5577 -0.100 0.179 -0.031 -0.675
H 0.8879 -0.2503 -2.7327 0.117 0.122 -0.092 0.309
H 1.9920 0.9003 -2.1691 -0.014 -0.045 -0.186 0.251
H -1.2970 0.3415 -3.5586 0.008 0.060 -0.016 0.521
H -2.8457 2.1845 -4.1902 -0.001 0.006 0.002 0.579
H 0.0813 5.0836 -3.0206 -0.008 0.001 0.007 0.453
H 1.6528 3.2639 -2.3856 0.039 0.015 -0.011 0.686
N 2.0085 -3.3173 0.0279 -0.045 -0.024 0.049 -0.008
C 2.5156 -2.3820 -0.7886 0.100 -0.007 -0.077 0.393
N 3.5867 -2.7101 -1.5372 -0.045 0.026 0.059 -0.433
O 2.0794 -1.2065 -0.8198 -0.014 0.015 0.139 -0.139
H 2.2150 -4.2886 -0.1305 0.012 -0.002 0.009 0.299
H 1.1193 -3.1068 0.4633 0.034 -0.030 -0.044 -0.587
H 3.9121 -3.6574 -1.6087 -0.004 -0.006 -0.012 0.182
H 3.8958 -2.0510 -2.2282 -0.015 0.000 -0.028 0.248
F -0.9046 -1.1431 -1.7301 0.110 0.158 0.335 -0.449
P -0.9541 -2.6266 -2.6459 -0.015 0.099 -0.409 1.532
F -0.5861 -3.3805 -1.2685 0.025 -0.026 0.102 -0.171
F -0.9500 -3.9686 -3.4648 0.004 -0.015 0.046 -0.329
F -2.5043 -2.7166 -2.2858 0.018 -0.014 0.063 -0.392
F -1.2858 -1.7269 -3.9264 0.013 -0.119 0.122 -0.408
F 0.6315 -2.3744 -2.9143 -0.028 -0.039 0.051 -0.404

Entry 4:
66
Properties=species:S:1:pos:R:3:forces:R:3:mulliken_charge:R:1 method="wB97M-V/def2-TZVPD" mol_weight_g_mol=414.7 fmax_ev_per_a=0.270 e_homo_ev=-14.584 relative_energy_kcal_mol=0.0 energy_ha=-1832.6476 homo_lumo_gap_ev=9.60 total_charge=+2
Ca 0.2506 -0.6125 0.0156 -0.122 0.240 0.024 2.118
N 0.3402 -0.2461 2.5197 -0.001 -0.058 -0.094 -0.460
C -0.7426 -1.0755 3.0952 -0.109 -0.001 0.059 -0.853
C -2.0772 -0.7727 2.4269 0.094 -0.078 0.120 -0.416
N -2.0733 -0.9788 0.9661 0.039 -0.012 -0.032 0.148
C -2.6016 -2.2810 0.5235 0.040 -0.123 -0.051 -0.589
C -1.6118 -3.4143 0.7344 -0.155 0.060 0.022 -0.945
N -0.3390 -3.1272 0.0338 0.077 0.056 0.004 -0.534
H 1.2103 -0.4822 2.9879 0.012 0.026 -0.008 0.231
H 0.1644 0.7301 2.7475 0.023 0.003 -0.002 0.032
H -0.8591 -0.9107 4.1692 0.040 -0.001 -0.008 0.505
H -0.4645 -2.1204 2.9632 0.016 -0.001 0.005 0.359
H -2.3230 0.2739 2.6216 -0.031 -0.007 -0.042 0.174
H -2.8531 -1.3768 2.9082 -0.020 0.030 -0.016 0.398
H -2.6651 -0.2625 0.5619 0.011 -0.025 -0.018 -0.272
H -2.8192 -2.1983 -0.5458 -0.034 0.012 0.008 0.281
H -3.5419 -2.5303 1.0258 0.005 0.023 0.006 0.475
H -2.0671 -4.3453 0.3917 0.024 -0.005 0.005 0.506
H -1.4066 -3.5381 1.7963 0.041 -0.038 -0.009 0.286
H -0.4595 -3.3434 -0.9540 0.003 -0.001 -0.001 0.228
H 0.3656 -3.7834 0.3592 0.020 0.019 -0.014 0.207
C 1.5788 2.7609 0.5892 -0.066 0.009 -0.031 -2.694
C 0.2937 2.3296 -0.0824 0.049 0.005 -0.004 1.519
C 0.3393 1.8566 -1.4095 0.071 -0.038 -0.019 0.637
C 1.6622 1.9380 -2.1461 -0.100 0.046 0.002 -2.362
C -0.8429 1.4201 -2.0326 0.111 -0.071 -0.023 1.716
C -0.8664 0.9184 -3.4590 -0.045 0.041 0.083 -2.539
C -2.0702 1.5102 -1.3493 0.016 -0.010 0.023 1.281
C -3.3305 1.1048 -2.0757 0.053 0.047 0.037 -2.266
C -2.1172 2.0370 -0.0522 -0.020 -0.051 -0.028 0.680
C -3.4378 2.1722 0.6705 0.032 0.060 -0.029 -2.292
C -0.9375 2.4681 0.5741 0.043 -0.022 0.068 0.923
C -1.0176 3.1794 1.9075 0.035 -0.017 -0.120 -2.128
H 1.7789 3.8191 0.4021 0.031 0.002 0.025 0.419
H 2.4357 2.2029 0.2157 0.003 0.013 0.006 0.429
H 1.5381 2.6280 1.6689 0.016 0.009 0.014 0.553
H 2.3943 1.2136 -1.7783 0.029 0.010 -0.019 0.270
H 2.0972 2.9273 -2.0036 0.042 -0.026 0.008 0.495
H 1.5521 1.8106 -3.2180 0.004 -0.025 -0.015 0.475
H -1.3042 1.6730 -4.1161 0.010 -0.020 -0.031 0.511
H -1.4806 0.0228 -3.5536 0.009 -0.002 -0.030 0.407
H 0.1171 0.6965 -3.8629 0.015 -0.002 -0.014 0.430
H -3.3965 0.0200 -2.2016 -0.027 -0.004 -0.015 0.334
H -3.3486 1.5383 -3.0750 -0.014 -0.025 -0.012 0.516
H -4.2291 1.4405 -1.5707 -0.015 -0.011 0.010 0.414
H -3.9574 3.0776 0.3467 -0.038 -0.014 0.020 0.416
H -3.3127 2.2436 1.7478 -0.002 0.003 -0.008 0.496
H -4.1112 1.3386 0.4732 -0.018 -0.004 -0.016 0.504
H -1.1314 2.4963 2.7555 -0.020 0.018 0.022 0.322
H -1.8771 3.8465 1.9257 -0.003 0.000 0.029 0.481
H -0.1415 3.7945 2.0856 0.010 -0.006 0.043 0.420
O 1.1287 -1.3915 -2.1189 -0.026 0.083 0.170 -0.356
C 2.3448 -2.1439 -2.0637 0.121 -0.092 -0.024 -1.274
C 3.2368 -1.7599 -0.9006 -0.060 -0.086 0.004 0.946
C 4.4881 -2.3522 -0.7983 0.064 0.108 -0.003 -0.923
C 5.3124 -1.9922 0.2520 -0.043 0.016 -0.003 -0.367
C 4.8578 -1.0521 1.1693 -0.008 0.021 0.022 -1.087
C 3.5889 -0.5363 1.0084 0.102 -0.054 -0.010 -0.446
N 2.7763 -0.8872 -0.0011 -0.259 -0.021 -0.011 0.317
H 1.1995 -0.7179 -2.8047 -0.021 -0.016 -0.044 0.139
H 2.9005 -2.0287 -2.9949 -0.037 -0.008 -0.015 0.587
H 2.0765 -3.1992 -1.9829 -0.027 0.014 -0.015 0.340
H 4.8108 -3.0696 -1.5418 0.019 0.006 -0.003 0.513
H 6.2973 -2.4270 0.3541 0.003 -0.010 -0.010 0.448
H 5.4765 -0.7299 1.9944 -0.006 0.007 0.003 0.450
H 3.2013 0.1983 1.7046 -0.007 -0.002 0.005 0.467